No. 1
ORCA calculation (wB97M-V/def2-TZVPD) on a 7-piece molecular cluster, C22H44Cl4O10 overall in a non-equilibrium geometry.

Results
- SMILES string: CCOC(C)=O.CCOC(C)=O.CCOC(C)=O.CCOC(C)=O.CCOC(C)=O.ClCCl.ClCCl
- Energy relative to the best compared isomer or geometry (same formula, charge and spin): 1.3647 eV
- Frontier orbital gap: 10.43 eV
- Calculated total energy: -3457.8396 Ha
- LUMO energy: 0.3 eV

Last column: Löwdin charge in e.
Element x y z (Å)
Cl (-1.68899, -1.23350, -2.91180)  0.593
Cl (-0.01396, 4.66824, 2.62643)  0.576
Cl (-1.97904, 4.67908, 4.74071)  0.528
Cl (-2.67364, -3.92135, -3.10457)  0.546
O (-0.64094, 3.50960, -2.58768)  0.110
O (4.47666, 2.69021, 1.89554)  0.001
O (3.14133, 3.80653, 0.46141)  0.094
O (-2.88060, 0.17414, 3.34306)  -0.035
O (-1.21521, 1.78533, -1.26880)  -0.023
O (-1.01019, -2.73430, -6.79709)  -0.004
O (-0.08132, -2.14208, -8.73885)  0.100
O (1.25430, -0.77282, 2.31010)  0.083
O (1.61384, -2.96432, 2.04327)  0.015
O (-3.97634, -1.73880, 2.97422)  0.097
C (-1.21769, 2.46966, -2.41160)  -0.557
C (-0.78523, 3.72843, 3.87948)  -1.079
C (-4.31323, 0.09426, 1.48065)  0.032
C (-1.02881, -4.88399, -5.70215)  -0.104
C (4.15470, 3.70122, 1.10402)  -0.560
C (3.69986, -2.20332, 1.08254)  -0.068
C (3.00112, -2.81304, 2.31551)  -0.193
C (-0.60826, -1.84584, -7.69658)  -0.544
C (0.83845, -1.89580, 2.15141)  -0.520
C (-0.65251, -2.20369, 2.09847)  0.051
C (3.97386, 0.68843, 3.12993)  -0.066
C (-0.56791, -4.06650, -6.92029)  -0.234
C (3.53847, 1.62456, 2.02939)  -0.215
C (5.23715, 4.75406, 1.04631)  0.022
C (-0.27568, 2.18747, -0.25876)  -0.198
C (-0.80779, -0.39614, -7.30461)  0.025
C (-2.07323, 1.87292, -3.49637)  -0.028
C (-2.57144, 0.83381, 5.69303)  -0.039
C (-0.66357, 1.47590, 1.03436)  -0.072
C (-3.76597, -0.58168, 2.69566)  -0.548
C (-2.24579, -0.17305, 4.54068)  -0.228
C (-2.13839, -2.64830, -1.96401)  -0.969
H (2.56793, 2.02874, 2.33011)  0.116
H (-0.71041, -5.90927, -5.88497)  0.080
H (3.39234, -1.16657, 0.94718)  0.049
H (0.11260, 1.67734, 1.77286)  0.056
H (-1.56440, 1.16202, 5.95451)  0.067
H (6.17909, 4.20973, 1.14155)  0.084
H (-0.56030, -4.47751, -4.81371)  0.044
H (3.19029, -0.03228, 3.36887)  0.045
H (5.14056, 5.49000, 1.84045)  0.088
H (3.21824, -2.11464, 3.11964)  0.103
H (-5.07495, -0.50221, 0.99114)  0.089
H (-4.76680, 1.04918, 1.75526)  0.095
H (-1.38798, -3.01702, -1.27841)  0.022
H (3.47322, -2.80019, 0.19814)  0.081
H (3.49769, 1.12237, 1.06162)  0.123
H (4.78866, -2.12756, 1.13699)  0.081
H (-0.85403, -2.69081, 3.05317)  0.104
H (-2.11416, -4.83476, -5.65294)  0.045
H (-0.83467, -4.54226, -7.86398)  0.124
H (-3.05888, -2.42581, -1.43264)  0.016
H (-1.56087, 1.96180, 1.42243)  0.071
H (-2.32441, 2.72791, -4.12016)  0.089
H (4.75198, 0.00867, 2.76268)  0.074
H (-1.16852, -0.27282, 4.39625)  0.112
H (3.48228, -3.78027, 2.41714)  0.123
H (-2.95303, 1.32605, -3.16666)  0.064
H (-0.01490, 3.47485, 4.60766)  0.025
H (-3.47849, 0.31837, 0.81414)  0.080
H (0.11466, 0.10489, -7.01795)  0.090
H (-1.28820, 0.22452, -8.05327)  0.087
H (-0.78073, 0.40722, 0.89072)  0.058
H (5.23020, 5.23039, 0.07089)  0.086
H (-1.20419, 2.76755, 3.58987)  0.006
H (-1.12410, -1.22805, 2.14000)  0.049
H (0.76013, 2.00415, -0.54158)  0.128
H (-0.89092, -2.81745, 1.24036)  0.083
H (-1.52265, 1.16213, -4.11425)  0.042
H (-0.38946, 3.26029, -0.10229)  0.103
H (0.52551, -4.11667, -6.87156)  0.126
H (-1.42976, -0.47111, -6.40583)  0.068
H (4.32813, 1.20574, 4.01805)  0.085
H (-3.13822, 1.68217, 5.31797)  0.065
H (-2.54064, -1.15694, 4.92224)  0.118
H (-3.07185, 0.35276, 6.52533)  0.071

No. 2
ORCA calculation (wB97M-V/def2-TZVPD) on C22H44CrN2Si4 as an isolated structure in a non-equilibrium geometry.

Results
- ⟨S²⟩: 6.0815
- Energy relative to the best compared isomer or geometry (same formula, charge and spin): 2.9895 eV
- Frontier orbital gap (alpha / beta): 5.66 / 6.38 eV
- Calculated total energy: -3176.5485 Ha
- LUMO energy (alpha / beta): -0.8 / -1.0 eV
- 2S+1: 5

Last column: Mulliken spin population.
Element x y z (Å)
Cr (-1.81935, -0.06710, -2.42753)  3.254
Si (1.95184, -0.63679, 1.26025)  0.071
Si (-1.51910, -0.79754, 2.71759)  0.058
Si (0.19153, 2.47813, 1.93815)  0.034
Si (-0.16515, 0.31283, 1.19769)  0.539
N (-0.68688, -1.82849, -2.60344)  -0.036
N (0.09059, 0.65591, -2.74170)  -0.094
C (-2.08380, 0.66020, -4.30954)  -0.170
C (2.45310, -0.87050, 3.06867)  0.067
C (-1.03268, -3.05989, -2.16061)  0.025
C (0.39671, 1.97312, -2.86264)  0.066
C (1.01218, -0.25701, -3.18908)  0.059
C (-3.36767, -0.44958, 2.57825)  -0.002
C (1.42440, -2.73578, -3.34690)  -0.011
C (1.06868, -4.00041, -2.88792)  0.024
C (1.65853, 2.42450, -3.24911)  -0.017
C (2.30567, 0.13741, -3.57878)  -0.020
C (-1.07461, -0.35758, 4.49312)  0.047
C (-0.14088, -4.13202, -2.19804)  -0.012
C (3.17604, 0.48069, 0.35959)  0.005
C (-2.27812, 1.57817, -1.23408)  -0.045
C (2.63914, 1.49603, -3.61865)  0.019
C (2.03295, -2.32428, 0.41989)  0.000
C (0.57318, -1.64560, -3.10887)  0.020
C (-2.69065, -0.98101, -0.77282)  0.050
C (-1.19978, -2.61948, 2.29448)  0.003
C (1.10176, 3.49758, 0.64118)  0.013
C (1.18680, 2.47513, 3.53985)  0.061
C (-1.51479, 3.20600, 2.26438)  0.002
H (2.69751, 0.07657, 3.56420)  -0.002
H (2.09967, 3.10663, 0.41345)  -0.001
H (-3.86844, -1.20731, 1.96178)  0.001
H (4.12018, -0.07064, 0.23382)  0.000
H (-1.88134, -0.77155, 5.11693)  0.002
H (-2.84912, 1.45986, -0.30614)  0.002
H (1.05903, 3.46676, 3.99879)  0.001
H (1.10467, -2.89880, 0.50979)  -0.001
H (-2.80848, 0.01915, -4.84806)  0.024
H (0.54863, 3.55866, -0.30402)  -0.003
H (-0.40871, -5.05938, -1.69647)  0.000
H (-1.35739, 2.10419, -0.94630)  -0.019
H (3.63233, 1.81410, -3.93789)  0.001
H (-3.79243, -0.48286, 3.59262)  0.000
H (-3.35988, -1.62122, -1.40023)  -0.007
H (-1.95914, -3.20654, 2.83289)  -0.001
H (-0.20459, -2.94309, 2.62895)  0.001
H (2.84423, -2.91877, 0.86785)  0.001
H (2.81633, 0.75723, -0.64025)  -0.006
H (-3.58745, 0.53919, 2.15473)  -0.001
H (-3.39710, -0.40165, -0.15190)  0.032
H (1.72126, -4.85765, -3.04573)  0.001
H (-1.37533, 4.11950, 2.86127)  0.000
H (3.39524, 1.40385, 0.90930)  0.004
H (1.21629, 4.51897, 1.03334)  -0.002
H (-0.12221, -0.79285, 4.81738)  0.000
H (-0.39791, 2.68796, -2.65418)  0.003
H (-1.28462, -2.85435, 1.22490)  -0.004
H (-1.17682, 0.77691, -4.92174)  0.010
H (-2.11572, -1.65411, -0.11205)  -0.065
H (-2.17456, 2.52628, 2.81911)  -0.002
H (1.85502, 3.49930, -3.26114)  0.000
H (-2.53976, 1.66119, -4.20037)  0.022
H (0.85835, 1.72031, 4.26428)  -0.007
H (1.68453, -1.38044, 3.66297)  -0.010
H (-2.02336, -3.17091, -1.71226)  -0.002
H (3.35349, -1.50353, 3.07164)  0.004
H (2.36725, -2.55944, -3.85245)  0.000
H (-1.04187, 0.72670, 4.66200)  -0.006
H (3.02517, -0.64141, -3.83186)  0.001
H (2.24655, -2.21541, -0.65026)  -0.003
H (2.25699, 2.32275, 3.34960)  0.001
H (-2.85339, 2.25832, -1.88553)  0.024
H (-2.01271, 3.47489, 1.32381)  0.001

No. 3
ORCA calculation (wB97M-V/def2-TZVPD) on C22H44GeN5O4S4SbSc as an isolated structure in a non-equilibrium geometry.

Results
- ⟨S²⟩: 0.7533
- Energy relative to the best compared isomer or geometry (same formula, charge and spin): 0.0963 eV
- Frontier orbital gap (alpha / beta): 5.68 / 6.82 eV
- Calculated total energy: -6110.2211 Ha
- LUMO energy (alpha / beta): -0.4 / -0.4 eV
- 2S+1: 2

Last column: Mulliken spin population.
Element x y z (Å)
Sb (1.07337, 2.26537, 2.81600)  0.003
Ge (2.65803, 1.26471, -0.44064)  -0.014
Sc (-1.09836, 1.11367, 0.17709)  0.039
S (0.43169, 0.80200, 4.44163)  0.001
S (2.71624, 3.83860, 2.75755)  0.002
S (1.28864, 0.47919, 1.11469)  0.008
S (-0.89851, 3.04422, 1.78144)  0.001
O (-1.06883, 2.47524, -1.43590)  0.001
O (-3.26551, 1.17252, 0.23432)  0.003
O (-0.96995, -0.53479, -0.96781)  0.099
O (-5.14478, -0.00364, 0.68781)  0.000
N (-4.77680, -3.29643, 2.36893)  -0.001
N (-1.78069, -0.20459, 2.00278)  0.000
N (-3.50120, -4.39720, 0.78414)  0.000
N (-1.27327, 3.75163, -1.31381)  0.000
N (-4.93144, -2.69218, 0.14734)  0.014
C (-2.80199, 5.55731, -1.08752)  0.000
C (-3.91590, 0.27136, 0.85737)  -0.012
C (-3.86875, -0.67530, 3.31159)  0.003
C (-0.55920, -2.94389, -0.61527)  0.027
C (7.44802, -0.02653, 0.09849)  0.000
C (-3.21105, -0.58736, 1.91030)  -0.029
C (2.64364, 0.04268, -2.02987)  0.008
C (3.19279, -2.33858, -2.97607)  0.007
C (-1.75162, 6.40334, -0.79240)  0.000
C (-1.15855, -1.78024, -1.37654)  0.740
C (7.01927, 1.46379, 0.23055)  0.000
C (-5.42024, -1.03419, 3.41779)  0.000
C (4.64987, -2.21578, -3.47348)  0.001
C (-2.54579, 4.22708, -1.34641)  0.000
C (-5.86232, -2.43092, 2.86268)  0.000
C (5.60381, 1.63103, -0.38764)  0.000
C (4.38322, 1.18950, 0.47547)  0.000
C (-1.20837, -1.96893, -2.87414)  -0.051
C (-0.24346, 4.56935, -1.03510)  0.001
C (2.90878, -1.42549, -1.73931)  -0.030
C (-4.40437, -3.46397, 1.08701)  0.010
C (-0.45482, 5.89847, -0.73124)  0.000
H (-6.38997, -2.97909, 3.62402)  0.000
H (-3.77164, 0.26976, 3.80181)  0.000
H (-4.30850, -3.84859, 3.10644)  0.000
H (-3.31287, -1.41240, 3.92903)  0.000
H (1.64309, 0.21516, -2.47086)  0.001
H (0.39394, 6.57439, -0.55100)  0.000
H (2.16514, 2.58631, -0.89399)  0.002
H (-0.61655, -3.89275, -1.16436)  -0.004
H (2.50210, -2.09187, -3.76275)  -0.002
H (-3.08521, -4.89608, 1.51496)  0.001
H (7.05230, 1.73560, 1.38084)  0.000
H (5.37204, -2.59261, -2.73014)  0.000
H (-1.37312, -0.97617, -3.31024)  0.010
H (-3.29797, 3.48631, -1.43587)  0.000
H (-2.06019, 7.43824, -0.56547)  0.000
H (-3.24544, -1.61312, 1.46339)  0.026
H (-1.02191, -3.13170, 0.37630)  0.033
H (-1.98245, -2.54337, -3.33665)  0.023
H (2.00973, -1.82427, -1.23895)  0.014
H (4.77445, -2.87507, -4.33273)  0.000
H (7.59557, -0.33898, -0.95440)  0.000
H (8.43589, -0.08582, 0.56721)  0.000
H (6.78689, -0.68842, 0.66980)  0.000
H (-2.92775, -4.17677, -0.02719)  0.001
H (-5.97658, -0.24059, 2.97443)  0.000
H (3.02722, -3.40971, -2.71970)  0.000
H (3.77479, -1.55979, -1.07481)  -0.002
H (-0.33579, -2.37995, -3.38268)  0.034
H (-5.68086, -0.96223, 4.47695)  0.000
H (0.54551, -2.83190, -0.40613)  0.032
H (-5.33088, -1.74265, 0.36861)  0.004
H (-1.51768, 0.33677, 2.82789)  0.000
H (3.40180, 0.51645, -2.68709)  0.001
H (-6.54697, -2.27276, 2.06193)  0.001
H (5.65764, 1.05542, -1.31258)  0.000
H (-4.76273, -2.92851, -0.82664)  -0.003
H (4.18453, 1.77510, 1.39551)  0.000
H (0.72724, 4.15776, -1.10252)  0.000
H (4.92201, -1.18885, -3.77666)  0.000
H (5.47141, 2.68198, -0.61484)  0.000
H (7.69859, 2.09557, -0.30091)  0.000
H (-3.77719, 5.94055, -1.22969)  0.000
H (4.39655, 0.16816, 0.76922)  0.000
H (-1.11779, -0.99054, 1.95865)  -0.004